DFT (ωB97M-V/def2-TZVPD) results for 2 unconnected molecules or ions with the total composition C33H34BBrFNO4.

Results
total energy = -117893.158 eV
orbital gap = 9.04 eV
lowest unoccupied orbital energy = 0.3 eV
SMILES = Cc1cccc(C[C@]2(CCCBr)OC(=O)[C@@](Cc3ccccc3)(B(O)O)[C@@H]2c2cccnc2)c1.Fc1ccccc1

```
! wB97M-V def2-TZVPD RIJCOSX def2/J DEFGRID3
* xyz 0 1
Br 5.32 -3.18 -3.04
F -5.09 -1.21 -2.47
O -1.18 -0.99 -2.06
O -2.02 -1.56 0.13
O 0.93 1.31 -1.66
O 1.95 -0.67 -1.52
N 1.79 -1.22 4.14
C 0.85 -3.39 3.77
C 1.04 -1.59 0.44
C 0.73 -3.13 2.41
C -1.39 1.57 0.71
C 2.48 -3.06 -2.56
C 4.11 1.10 1.49
C -8.03 1.49 -1.53
C -7.17 1.74 -2.59
C 0.19 -0.33 0.01
C 3.59 -2.36 -3.33
C 4.39 2.46 1.58
C -7.89 0.33 -0.78
C 2.33 -1.55 -0.45
C 1.65 -0.98 2.84
C 1.40 -2.41 4.59
C 4.02 1.22 -0.89
C -6.90 -0.60 -1.10
C 1.15 -1.90 1.91
C -2.36 3.42 -0.50
C -2.66 1.25 1.19
C -6.18 0.83 -2.92
C -6.07 -0.32 -2.17
C 4.45 3.20 0.41
C 4.63 3.10 2.92
C 1.03 0.25 -1.11
C 4.28 2.58 -0.82
C 2.59 -2.96 -1.04
C -0.22 0.69 1.09
C -3.62 3.06 -0.06
C -1.25 2.68 -0.12
C -3.77 1.98 0.79
C 3.64 -1.04 0.20
C 3.90 0.46 0.27
B -1.10 -0.96 -0.69
H -7.28 2.64 -3.17
H -8.55 0.13 0.05
H 4.47 -1.49 -0.33
H 4.35 3.16 -1.73
H -0.50 0.12 1.97
H -2.24 4.27 -1.15
H -0.27 2.94 -0.48
H -4.49 3.62 -0.38
H 1.90 -3.68 -0.60
H 4.09 0.53 2.41
H 5.70 3.14 3.12
H 0.53 -4.33 4.20
H 0.31 -3.87 1.75
H 0.48 -2.46 0.07
H -2.84 -1.80 -0.30
H -8.80 2.21 -1.27
H -2.77 0.40 1.84
H 4.19 2.51 3.72
H 0.63 1.31 1.38
H 4.25 4.11 2.96
H -2.07 -1.10 -2.41
H -6.78 -1.51 -0.54
H 1.52 -2.70 -2.92
H 1.51 -2.59 5.65
H 3.70 -1.43 1.22
H 2.54 -4.12 -2.80
H -4.75 1.68 1.14
H 3.59 -3.30 -0.76
H 3.38 -2.38 -4.39
H -5.50 1.00 -3.74
H 1.94 0.00 2.49
H 4.66 4.26 0.44
H 3.90 0.75 -1.86
H 3.69 -1.32 -3.04
*
```

DFT (ωB97M-V/def2-TZVPD) results for a single C33H34BF13IN5O4 molecule.

Results
total energy = -94516.874 eV
orbital gap = 8.17 eV
lowest unoccupied orbital energy = -0.6 eV

```
! wB97M-V def2-TZVPD RIJCOSX def2/J DEFGRID3
* xyz 0 1
I 4.83 0.36 -1.66
F 6.64 -3.37 1.85
F 3.98 -4.21 1.60
F 4.27 -2.45 3.05
F 5.02 -5.77 3.94
F 6.43 -5.55 1.84
F 7.98 -5.89 3.96
F 8.25 -3.76 4.38
F 11.61 -4.26 2.58
F 9.07 -5.03 1.14
F 10.89 -6.28 2.34
F 5.51 -3.77 4.79
F 9.45 -3.16 2.22
F 10.66 -5.20 4.30
O 2.25 0.94 -0.39
O -3.27 -3.44 1.12
O -7.42 0.33 -0.14
O -0.68 -1.86 -2.59
N -2.69 6.85 -2.85
N -6.21 2.55 0.25
N -0.53 6.10 -3.88
N 0.17 2.40 -3.27
N -2.56 6.37 -5.11
C -1.94 6.43 -3.98
C 2.74 -4.17 3.63
C 2.05 -1.30 -1.30
C 6.61 -4.46 2.67
C -2.60 -2.53 0.72
C -2.78 0.32 -1.99
C -1.83 0.81 -3.12
C -4.45 -0.71 0.24
C -2.75 5.81 -1.81
C -3.37 3.36 -2.05
C -2.39 -0.81 -1.19
C -4.43 2.24 -2.48
C -1.06 -1.57 -1.49
C -4.05 0.97 -1.63
C -0.26 -1.96 -0.20
C 1.80 -2.17 1.12
C 1.69 -3.00 3.64
C -0.54 1.42 -2.41
C 2.77 0.05 -0.97
C -3.20 -1.33 -0.07
C 1.07 -2.65 2.27
C -0.39 -2.80 2.14
C -3.99 4.81 -2.00
C -1.06 -2.45 0.92
C 1.16 -1.81 -0.15
C -7.57 3.14 0.33
C -5.48 2.66 1.55
C 4.09 -3.83 2.91
C 8.01 -4.65 3.35
C 10.61 -5.10 2.97
C 5.36 -4.47 3.63
C -4.86 0.45 -0.56
C 9.25 -4.52 2.39
B -6.25 1.13 -0.15
H 1.50 -1.14 -2.26
H -5.46 2.60 -2.28
H 0.63 3.04 -2.61
H -2.79 6.28 -0.79
H -0.91 1.87 -1.45
H 2.90 -2.03 1.17
H -4.23 2.04 -3.56
H 0.96 1.91 -3.70
H -1.02 -3.15 2.99
H 0.86 -3.33 4.32
H 2.95 -4.45 4.69
H -4.64 3.40 1.49
H -7.72 0.21 0.78
H -7.53 4.24 0.14
H 2.85 -2.06 -1.51
H -8.16 2.72 -0.53
H -3.61 7.18 -3.11
H -4.61 4.91 -1.09
H -8.08 2.90 1.30
H -6.20 2.93 2.37
H 2.08 -2.05 4.08
H -5.01 1.69 1.86
H -0.34 5.31 -4.51
H -1.79 5.23 -1.84
H -5.08 -1.10 1.08
H -1.88 6.07 -5.81
H -2.25 1.64 -3.73
H -2.48 3.38 -2.71
H 0.20 0.63 -2.12
H 2.30 -5.03 3.06
H -3.01 3.13 -1.01
H -1.56 -0.01 -3.83
H -4.52 5.00 -2.96
H 0.04 6.87 -4.25
*
```

DFT (ωB97M-V/def2-TZVPD) results for a molecular structure, C33H34Cl3GeMoN2O5.

Results
total energy = -143927.448 eV
orbital gap (spin up / spin down) = 7.01 / 7.04 eV
energy above the lowest of the compared OMol25 structures with the same formula, charge and spin = 0.0 kcal/mol
expectation value of S² = 2.014
lowest unoccupied orbital energy (spin up / spin down) = -4.1 / -4.2 eV

```
! wB97M-V def2-TZVPD RIJCOSX def2/J DEFGRID3
* xyz 1 3
Mo -0.65 -0.27 -0.12
Ge 0.43 2.56 2.40
Cl -1.80 4.24 -0.09
Cl -2.60 -0.41 -2.68
Cl -3.92 4.25 -5.03
O -2.07 -3.97 -0.80
O -0.87 -2.06 -0.86
O -0.61 0.99 1.91
O -1.41 1.05 4.00
O -1.77 1.32 -0.41
N 0.45 0.61 -1.83
N -1.69 -1.33 1.44
C 3.61 -1.41 -0.14
C -0.80 3.91 3.04
C -2.69 1.33 -2.64
C 4.00 -1.37 1.18
C -1.94 -0.82 2.65
C -2.23 1.98 -1.49
C 2.30 -1.12 -0.53
C 1.95 -1.30 -1.97
C -0.57 4.25 4.51
C 1.36 -0.73 0.45
C 2.64 3.78 0.97
C 2.26 5.14 1.52
C 1.07 -0.44 -2.61
C -1.63 5.20 5.06
C 0.74 -0.59 -3.95
C -1.70 -2.96 -0.29
C 3.06 -1.06 2.16
C -3.21 2.01 -3.72
C -2.86 -3.32 1.97
C -2.67 -1.53 3.58
C -3.27 3.38 -3.68
C -2.32 3.38 -1.49
C -1.38 5.57 6.51
C -2.83 4.08 -2.56
C -1.32 0.51 2.93
C 1.29 -1.63 -4.67
C 2.49 -2.34 -2.71
C 1.45 2.83 0.76
C 2.17 -2.51 -4.05
C -2.12 -2.54 1.10
C 1.77 -0.74 1.78
C 3.43 6.11 1.56
C -3.14 -2.79 3.23
H -2.86 -1.10 4.55
H 1.07 -0.50 2.57
H 1.81 1.84 0.46
H 1.85 5.03 2.53
H 1.31 1.98 3.51
H -0.43 6.10 6.62
H 2.59 -3.34 -4.61
H -3.56 1.46 -4.59
H 0.42 4.72 4.63
H -2.17 6.23 6.89
H 3.15 -3.05 -2.23
H -0.55 3.34 5.11
H 4.25 5.71 2.17
H 1.16 1.22 -1.42
H -3.72 -3.37 3.94
H -3.19 -4.30 1.66
H 3.16 3.91 0.02
H 4.34 -1.66 -0.90
H -1.82 3.54 2.88
H 3.34 -1.06 3.21
H -1.35 4.69 7.15
H 3.37 3.31 1.65
H 3.14 7.07 1.99
H -0.15 1.19 -2.41
H -1.67 6.10 4.44
H 1.04 -1.76 -5.72
H 3.82 6.29 0.56
H 1.45 5.57 0.91
H 5.02 -1.60 1.46
H -0.68 4.80 2.41
H 0.06 0.11 -4.42
H -2.61 4.71 4.96
H -2.90 5.16 -2.53
H 0.78 3.22 -0.01
*
```